# 1
DFT (ωB97M-V/def2-TZVPD) results for a 6-piece molecular cluster, C15H35O10P overall.

Element x y z (Å)
C: 2.569 -4.044 -0.157
C: 1.398 -3.042 -0.041
C: 1.925 -1.710 0.520
O: 2.586 -1.020 -0.572
P: 4.114 -0.605 -0.306
O: 4.809 -0.593 -1.587
O: 4.147 0.882 0.309
O: 4.879 -1.614 0.674
O: 0.377 -3.605 0.762
C: -0.782 -3.942 0.011
C: -1.796 -2.793 0.039
C: -1.677 -1.783 0.955
C: -2.574 -0.732 1.010
C: -3.635 -0.726 0.131
C: -3.771 -1.754 -0.764
C: -2.865 -2.784 -0.845
H: 2.310 -4.838 -0.866
H: 2.668 -4.526 0.825
H: 3.504 -3.553 -0.436
H: 1.075 -2.818 -1.068
H: 1.064 -1.091 0.803
H: 2.544 -1.828 1.421
H: 3.409 1.393 -0.050
H: 4.571 -1.441 1.584
H: -0.545 -4.225 -1.024
H: -1.242 -4.827 0.471
H: -0.853 -1.756 1.662
H: -2.442 0.049 1.754
H: -4.356 0.085 0.192
H: -4.617 -1.765 -1.448
H: -2.978 -3.576 -1.581
C: -5.501 2.618 -1.234
O: -5.463 1.331 -1.853
H: -4.783 2.631 -0.421
H: -5.234 3.391 -1.957
H: -6.500 2.815 -0.834
H: -6.103 1.337 -2.571
C: -4.217 6.122 0.861
O: -3.933 4.791 0.454
H: -5.276 6.309 0.702
H: -3.986 6.253 1.922
H: -3.634 6.834 0.270
H: -2.991 4.642 0.601
C: 0.052 5.582 1.311
O: -0.862 4.541 0.970
H: -0.126 5.865 2.346
H: 1.081 5.231 1.207
H: -0.105 6.452 0.670
H: -0.694 4.299 0.054
C: 4.816 0.495 -4.700
O: 4.238 0.921 -5.937
H: 4.026 0.110 -4.063
H: 5.548 -0.296 -4.877
H: 5.298 1.338 -4.199
H: 4.950 1.258 -6.486
C: 2.516 -3.743 4.203
O: 3.047 -2.484 3.788
H: 2.702 -4.467 3.415
H: 3.006 -4.076 5.121
H: 1.440 -3.663 4.370
H: 2.874 -1.854 4.494

Calculated values
electronic energy: -45886.60985 eV
orbital gap: 9.1 eV
SMILES: C[C@H](COP(=O)(O)O)OCc1ccccc1.CO.CO.CO.CO.CO
E_LUMO: 0.050 eV
highest occupied orbital energy: -9.08 eV
ΔE to the lowest compared entry with this formula, charge and spin: 0.0 kcal per mole


# 2
DFT (ωB97M-V/def2-TZVPD) results for a 2-piece molecular cluster, C5H13NSi overall.

Element x y z (Å)
C: 3.727 1.324 -0.645
Si: 3.326 -0.113 0.382
N: 2.625 -1.611 0.025
H: 4.283 2.017 -0.219
H: 3.725 1.288 -1.767
H: 3.953 -0.281 1.657
H: 1.924 -2.118 0.598
H: 2.983 -2.200 -0.742
C: -1.825 -1.818 -0.173
C: -2.477 -0.422 0.093
C: -1.634 0.590 0.326
C: -1.943 2.100 0.161
H: -2.447 -2.223 -0.881
H: -0.811 -1.746 -0.454
H: -1.921 -2.387 0.673
H: -3.607 -0.240 -0.145
H: -0.543 0.559 0.357
H: -2.019 2.554 1.189
H: -1.158 2.478 -0.313
H: -2.797 2.215 -0.377

Calculated values
electronic energy: -14760.04377 eV
orbital gap: 8.5 eV
SMILES: C=[SiH]N.C/C=C/C
E_LUMO: 0.482 eV
highest occupied orbital energy: -7.97 eV
ΔE to the lowest compared entry with this formula, charge and spin: 92.6 kcal per mole


# 3
DFT (ωB97M-V/def2-TZVPD) results for a 2-piece molecular cluster, CHNO3S overall.

Element x y z (Å)
O: 0.416 1.572 0.219
C: 1.303 0.838 0.097
S: 2.716 0.225 -0.053
O: 0.028 -0.987 0.531
N: -1.007 -1.417 0.162
O: -1.857 -0.569 -0.425
H: -1.599 0.338 -0.530

Calculated values
electronic energy: -19518.11209 eV
orbital gap: 10.6 eV
SMILES: O=C=S.O=NO
E_LUMO: -0.025 eV
highest occupied orbital energy: -10.60 eV
ΔE to the lowest compared entry with this formula, charge and spin: 56.3 kcal per mole


# 4
DFT (ωB97M-V/def2-TZVPD) results for a 13-piece molecular cluster, C44H83Br2Cl24IN3O8P2 overall.

Element x y z (Å)
C: 2.068 5.336 1.625
O: 1.419 4.144 2.068
C: 2.034 2.951 1.711
N: 1.015 1.984 1.249
C: 0.436 2.054 0.085
C: 0.740 3.212 -0.820
Br: -0.456 4.661 -0.658
C: 1.804 3.290 -1.629
C: 2.854 2.236 -1.819
Br: 2.097 4.822 -2.670
C: -0.553 0.922 -0.078
I: -2.488 1.938 0.320
C: -0.739 0.261 -1.477
N: 0.218 0.714 -2.465
C: -0.176 -0.072 1.071
C: -1.390 -0.781 1.689
O: -2.173 -1.362 0.646
C: -3.198 -2.152 1.139
C: -4.429 -1.431 1.588
O: -3.040 -3.326 1.187
N: 0.831 -1.094 0.675
C: 0.419 -2.503 0.489
C: 1.886 -0.734 -0.202
C: 2.111 -1.488 -1.473
O: 2.644 0.135 0.142
C: 0.521 0.883 2.137
C: 1.633 0.238 2.974
C: 1.214 -0.923 3.926
C: 1.934 -2.229 3.544
C: 1.331 -3.482 4.149
O: 1.326 -3.342 5.571
P: -0.706 1.727 3.357
P: 0.295 2.531 5.096
O: -0.650 3.562 5.557
O: 0.561 1.313 6.078
O: 1.785 3.041 4.856
H: 1.300 6.094 1.470
H: 2.772 5.689 2.384
H: 2.595 5.173 0.680
H: 2.534 2.496 2.563
H: 2.768 3.079 0.909
H: 2.368 1.296 -2.078
H: 3.538 2.517 -2.618
H: 3.450 2.090 -0.914
H: -0.621 -0.812 -1.327
H: -1.774 0.387 -1.802
H: -0.122 1.528 -2.965
H: 0.390 -0.024 -3.139
H: -1.992 -0.085 2.274
H: -1.049 -1.558 2.377
H: -4.539 -0.465 1.099
H: -4.372 -1.284 2.674
H: -5.291 -2.065 1.372
H: 0.048 -2.916 1.426
H: -0.326 -2.671 -0.290
H: 1.312 -3.075 0.234
H: 2.885 -2.242 -1.284
H: 2.506 -0.798 -2.216
H: 1.244 -2.024 -1.853
H: 2.136 1.005 3.564
H: 2.396 -0.147 2.296
H: 0.127 -1.057 3.974
H: 1.567 -0.646 4.917
H: 2.055 -2.325 2.465
H: 2.946 -2.161 3.963
H: 1.965 -4.339 3.885
H: 0.324 -3.695 3.759
H: 0.541 -3.751 5.950
H: -1.022 2.922 2.708
H: -0.268 0.840 6.261
H: 1.791 4.007 4.976
Cl: 3.300 -2.003 -4.854
C: 4.235 -3.469 -4.458
C: 3.411 -4.719 -4.630
Cl: 2.101 -4.827 -3.419
H: 4.594 -3.372 -3.436
H: 5.091 -3.495 -5.130
H: 4.041 -5.596 -4.494
H: 2.951 -4.759 -5.613
Cl: -3.000 -1.333 5.209
C: -2.429 -3.018 5.374
C: -3.148 -3.965 4.449
Cl: -4.869 -4.135 4.878
H: -2.572 -3.297 6.416
H: -1.364 -3.016 5.144
H: -2.695 -4.954 4.520
H: -3.107 -3.637 3.415
Cl: -0.436 -1.573 -4.925
C: -0.938 -0.791 -6.449
C: 0.184 -0.707 -7.440
Cl: 1.489 0.410 -6.930
H: -1.325 0.186 -6.176
H: -1.742 -1.394 -6.870
H: -0.208 -0.319 -8.374
H: 0.631 -1.683 -7.611
Cl: 4.811 -3.268 2.100
C: 6.449 -2.781 2.620
C: 6.733 -3.263 4.019
Cl: 5.702 -2.422 5.212
H: 6.506 -1.698 2.551
H: 7.158 -3.221 1.922
H: 7.768 -3.053 4.281
H: 6.549 -4.328 4.124
Cl: -1.074 -0.878 -12.445
C: -1.784 0.718 -12.087
C: -1.578 1.109 -10.648
Cl: -2.515 0.070 -9.539
H: -2.841 0.675 -12.337
H: -1.294 1.442 -12.735
H: -1.920 2.130 -10.483
H: -0.529 1.037 -10.366
Cl: -4.651 -2.582 -7.943
C: -3.603 -3.391 -9.137
C: -2.976 -4.649 -8.594
Cl: -1.812 -4.299 -7.286
H: -2.842 -2.677 -9.441
H: -4.220 -3.635 -10.000
H: -2.428 -5.146 -9.392
H: -3.717 -5.334 -8.191
Cl: -1.613 2.503 -5.501
C: -1.104 3.692 -6.734
C: -2.268 4.523 -7.204
Cl: -3.454 3.566 -8.136
H: -0.644 3.138 -7.550
H: -0.353 4.329 -6.272
H: -1.912 5.317 -7.859
H: -2.793 4.969 -6.365
Cl: -3.113 5.802 -2.851
C: -4.246 7.078 -2.316
C: -5.191 7.509 -3.407
Cl: -4.351 8.391 -4.708
H: -3.653 7.916 -1.958
H: -4.814 6.664 -1.485
H: -5.933 8.189 -2.992
H: -5.700 6.658 -3.854
Cl: 6.376 -6.008 6.407
C: 5.982 -5.086 7.886
C: 7.185 -4.892 8.770
Cl: 7.751 -6.421 9.487
H: 5.192 -5.625 8.402
H: 5.603 -4.118 7.562
H: 6.923 -4.228 9.592
H: 8.015 -4.460 8.216
Cl: -4.348 -3.661 9.206
C: -5.883 -3.369 8.339
C: -7.078 -3.407 9.252
Cl: -7.391 -5.044 9.886
H: -5.957 -4.117 7.555
H: -5.799 -2.385 7.883
H: -7.963 -3.105 8.695
H: -6.949 -2.743 10.103
Cl: 6.304 5.196 -2.447
C: 5.860 6.882 -2.075
C: 6.254 7.274 -0.676
Cl: 5.294 6.409 0.556
H: 4.789 6.985 -2.232
H: 6.386 7.515 -2.787
H: 6.075 8.338 -0.529
H: 7.302 7.059 -0.483
Cl: -6.192 -0.667 5.915
C: -6.985 0.895 5.595
C: -6.308 1.616 4.459
Cl: -4.658 2.148 4.890
H: -6.952 1.481 6.510
H: -8.023 0.692 5.341
H: -6.875 2.511 4.204
H: -6.234 0.982 3.578

Calculated values
electronic energy: -535124.75210 eV
orbital gap: 7.7 eV
E_LUMO: -3.581 eV
charge: +1
highest occupied orbital energy: -11.29 eV
ΔE to the lowest compared entry with this formula, charge and spin: 0.0 kcal per mole


# 5
DFT (ωB97M-V/def2-TZVPD) results for C34H45BrN2O4S4V as an isolated structure.

Element x y z (Å)
V: 0.570 -0.884 0.468
C: 0.547 -2.583 -1.090
C: 0.965 -1.370 -1.698
C: 2.191 -0.964 -1.086
C: 2.508 -1.915 -0.087
C: 1.494 -2.918 -0.098
C: 1.460 -4.127 0.781
C: 3.695 -1.908 0.824
C: 2.996 0.218 -1.527
C: 0.346 -0.661 -2.864
C: -0.680 -3.368 -1.434
H: 2.081 -4.924 0.362
H: 0.445 -4.513 0.881
H: 1.833 -3.900 1.780
H: 4.424 -2.665 0.521
H: 3.399 -2.122 1.852
H: 4.195 -0.941 0.816
H: 2.371 1.110 -1.610
H: 3.435 0.024 -2.510
H: 3.810 0.436 -0.836
H: 0.953 -0.834 -3.758
H: 0.309 0.419 -2.700
H: -0.667 -0.999 -3.072
H: -0.426 -4.242 -2.041
H: -1.384 -2.766 -2.008
H: -1.191 -3.717 -0.535
C: -1.227 1.125 3.235
C: -0.359 1.627 2.085
C: 0.980 2.158 2.574
O: -0.147 0.595 1.164
H: -0.645 0.488 3.905
H: -2.069 0.540 2.860
H: -1.619 1.961 3.820
H: -0.870 2.434 1.546
H: 1.523 1.369 3.100
H: 0.846 3.004 3.253
H: 1.568 2.494 1.720
C: -4.453 2.502 -1.979
C: -4.312 1.859 -0.603
C: -2.918 1.297 -0.343
S: -2.559 -0.312 -1.081
O: -3.051 -0.294 -2.495
C: -3.766 -1.325 -0.126
C: -4.930 -1.816 -0.978
C: -4.564 -3.004 -1.861
H: -5.449 2.931 -2.105
H: -4.278 1.772 -2.766
H: -3.721 3.303 -2.097
H: -5.068 1.079 -0.466
H: -4.509 2.607 0.170
H: -2.716 1.149 0.719
H: -2.143 1.968 -0.722
H: -4.112 -0.716 0.710
H: -3.195 -2.150 0.295
H: -5.298 -1.000 -1.602
H: -5.741 -2.097 -0.300
H: -3.819 -2.712 -2.599
H: -5.439 -3.380 -2.395
H: -4.159 -3.824 -1.263
S: 5.196 6.045 -0.883
C: 3.649 5.499 -1.212
S: 3.058 4.011 -0.540
C: 1.542 4.164 -1.421
N: 1.499 5.253 -2.126
N: 2.669 6.003 -1.993
C: 2.690 7.211 -2.745
C: 1.843 7.317 -3.849
C: 1.831 8.481 -4.599
C: 2.647 9.552 -4.261
C: 3.473 9.445 -3.154
C: 3.501 8.286 -2.392
S: 0.337 2.967 -1.283
H: 1.201 6.489 -4.102
H: 1.172 8.548 -5.455
H: 2.633 10.460 -4.851
H: 4.109 10.273 -2.866
H: 4.145 8.213 -1.532
Br: -4.155 -4.100 5.803
C: -2.416 -3.413 5.473
C: -1.522 -3.304 6.526
C: -0.252 -2.800 6.281
C: 0.114 -2.415 5.000
C: -0.795 -2.532 3.957
C: -2.070 -3.031 4.190
C: -0.423 -2.101 2.567
O: 0.766 -1.682 2.380
O: -1.259 -2.155 1.649
H: -1.817 -3.606 7.521
H: 0.451 -2.708 7.099
H: 1.098 -2.018 4.790
H: -2.767 -3.107 3.367

Calculated values
electronic energy: -186234.52389 eV
orbital gap: 6.5 eV
multiplicity: 3
E_LUMO: 2.046 eV
charge: -1
highest occupied orbital energy: -4.50 eV
ΔE to the lowest compared entry with this formula, charge and spin: 2.4 kcal per mole


# 6
DFT (ωB97M-V/def2-TZVPD) results for C27H50P2Tb as an isolated structure.

Element x y z (Å)
Tb: 0.017 -0.167 -0.634
C: -0.730 2.756 1.254
C: -1.146 2.614 -0.111
C: -2.874 1.930 1.267
C: -1.798 2.341 2.088
C: -2.474 2.065 -0.089
C: 0.448 3.489 1.750
H: 1.260 3.524 1.020
H: 0.841 3.040 2.673
H: 0.170 4.533 1.980
C: -1.853 2.451 3.558
H: -0.994 3.015 3.942
H: -1.858 1.462 4.039
H: -2.767 2.972 3.880
C: -4.221 1.581 1.754
H: -4.572 2.309 2.498
H: -4.244 0.594 2.232
H: -4.938 1.574 0.928
C: -3.387 1.980 -1.247
H: -3.888 2.955 -1.402
H: -4.178 1.233 -1.083
H: -2.869 1.722 -2.185
C: -0.575 3.346 -1.273
H: -1.095 4.315 -1.401
H: -0.695 2.799 -2.220
H: 0.489 3.583 -1.146
C: 2.799 -1.993 -0.312
C: 3.729 -0.805 -0.631
C: 4.012 -0.415 -2.100
C: 2.900 -0.572 -3.142
C: 1.461 -0.358 -2.566
C: 0.673 -1.655 -2.887
C: 1.348 -2.994 -2.370
C: 2.591 -2.999 -1.477
H: 4.832 -1.119 -2.333
H: 3.033 -1.573 -3.561
H: 4.453 0.593 -2.173
H: 3.540 -3.075 -2.045
H: 3.299 -2.589 0.473
H: 4.761 -0.926 -0.189
H: 2.604 -3.979 -0.980
H: 0.578 -3.582 -1.855
H: 0.694 -1.772 -4.006
H: 1.627 -3.638 -3.239
H: 3.055 0.126 -3.986
H: 0.956 0.554 -2.972
P: 2.830 0.227 0.623
C: 3.497 -0.342 2.203
C: 2.859 1.786 -0.378
P: -1.221 -1.485 -2.658
C: 1.683 -1.208 0.330
C: -1.650 -0.293 -3.928
C: -2.044 -3.060 -2.454
H: 2.637 -0.642 2.819
H: 4.021 0.493 2.677
H: 4.163 -1.210 2.099
H: 2.855 1.686 -1.477
H: 3.801 2.279 -0.141
H: 2.040 2.446 -0.117
H: -1.329 -3.891 -2.489
H: -2.823 -3.155 -3.222
H: -2.522 -3.031 -1.450
H: 0.806 -1.629 0.840
H: 1.770 -0.146 -1.455
H: -2.723 -0.070 -3.845
H: -1.407 -0.724 -4.912
H: -1.099 0.663 -3.799
C: -2.726 -1.122 3.811
C: -1.384 -1.131 3.061
C: -0.576 -2.308 3.615
C: -1.482 -1.162 1.544
H: -3.335 -1.993 3.537
H: -3.314 -0.218 3.625
H: -2.541 -1.175 4.891
H: -0.874 -0.184 3.328
H: -1.115 -3.245 3.433
H: 0.422 -2.378 3.173
H: -0.462 -2.204 4.700
H: -1.395 -2.178 1.133
H: -2.375 -0.640 1.162

Calculated values
electronic energy: -69807.85119 eV
orbital gap (alpha / beta): 4.7 / 4.8 eV
multiplicity: 7
E_LUMO (alpha / beta): -3.652 / -3.596 eV
charge: +1
highest occupied orbital energy (alpha / beta): -8.34 / -8.38 eV


# 7
DFT (ωB97M-V/def2-TZVPD) results for a 2-piece molecular cluster, C2H3BrF2 overall.

Element x y z (Å)
C: -0.772 0.380 0.053
C: 0.575 -0.250 -0.280
F: 0.779 -0.960 -1.311
F: 0.869 -1.555 1.024
Br: 2.045 0.830 0.114
H: -1.313 0.939 -0.688
H: -1.545 -0.505 0.210
H: -0.638 1.120 0.878

Calculated values
electronic energy: -77598.11521 eV
orbital gap: 11.3 eV
E_LUMO: 0.242 eV
highest occupied orbital energy: -11.02 eV
ΔE to the lowest compared entry with this formula, charge and spin: 47.3 kcal per mole